18
Properties=species:S:1:pos:R:3:forces:R:3:mulliken_charge:R:1 method="wB97M-V/def2-TZVPD" multiplicity=1 total_charge=0 max_force_ev_per_a=1.09 de_lowest_ev=1.2353 e_lumo_ev=0.775 homo_lumo_gap_ev=9.69 homo_ev=-8.9107 smiles=N[C@@H](CO)CCS
C -0.9337 -1.2828 0.2722 -0.1648 0.0184 0.3207 -0.6139
O -1.7127 -1.1446 1.4597 -0.0386 0.3274 0.1152 -0.5317
C -0.4833 0.1410 -0.1157 -0.5537 -0.7821 -0.5151 0.0562
C 0.9127 0.1398 -0.7580 -0.2376 -0.4022 0.1145 -0.8947
C 1.8531 1.1858 -0.2223 -0.0351 0.2008 0.9154 -0.6779
S 2.2133 1.0053 1.5920 0.1877 -0.1109 -0.2677 -0.2104
N -1.4234 0.7970 -1.0246 -0.1893 0.3595 -0.0478 -0.6685
H -0.0655 -1.9231 0.4547 -0.0426 -0.0479 0.0388 0.3603
H -1.5625 -1.7343 -0.5075 0.2750 0.0363 -0.1265 0.2963
H -1.9511 -1.9910 1.8406 0.0488 -0.2159 -0.1708 0.2992
H -0.5266 0.6630 0.8337 0.3381 0.3794 0.0454 0.4991
H 1.3725 -0.8352 -0.6333 0.2107 -0.2170 0.1388 0.3733
H 0.7751 0.2507 -1.8328 0.0711 0.2586 -0.0865 0.3559
H 1.4255 2.1802 -0.2782 0.0011 0.1467 -0.4655 0.3373
H 2.8202 1.1382 -0.7121 0.0052 0.1455 -0.1355 0.3981
H 1.3039 0.0713 1.8835 -0.0578 -0.0499 -0.0296 0.0859
H -1.7967 0.1432 -1.7042 0.1401 0.0255 -0.0162 0.2611
H -2.2208 1.1953 -0.5477 0.0417 -0.0722 0.1724 0.2743